Arrangement w

{"formula": "C4H12", "method": "ωB97M-V/def2-TZVPD", "charge": -1, "lumo_ha": [0.15786, 0.16720], "homo_energy_ev": [1.559, -7.890], "orbital_gap_ev": [2.7, 12.4], "multiplicity": 2, "elements": ["H", "C", "H", "C", "C", "H", "H", "C", "H", "H", "H", "H", "H", "H", "H", "H"], "coordinates": [[2.925, 1.337, -0.521], [-0.878, -0.906, 0.854], [0.225, 0.547, -1.855], [-2.287, -0.962, 1.420], [2.055, 0.699, -0.589], [0.701, 2.159, -1.478], [2.256, -0.366, -0.730], [1.109, 1.154, -1.690], [-3.023, -0.767, 0.634], [-2.464, -0.150, 2.135], [-2.519, -1.912, 1.890], [-0.746, -1.569, 0.003], [1.556, 0.698, 0.384], [-0.705, 0.116, 0.526], [1.655, 1.219, -2.626], [-0.082, -1.097, 1.576]]}


Arrangement x

{"formula": "C4H12", "method": "ωB97M-V/def2-TZVPD", "charge": -1, "lumo_ha": [0.15792, 0.16858], "homo_energy_ev": [1.597, -7.684], "orbital_gap_ev": [2.7, 12.3], "multiplicity": 2, "elements": ["H", "H", "H", "H", "C", "C", "H", "C", "H", "H", "H", "C", "H", "H", "H", "H"], "coordinates": [[0.670, -0.883, 2.862], [0.019, 0.455, 1.919], [1.578, -0.105, 0.036], [-2.387, -0.044, -2.052], [0.524, -0.510, 1.852], [1.798, -0.510, 1.018], [-1.565, 2.007, -1.523], [-0.840, 1.212, -1.296], [-0.184, -1.237, 1.445], [-0.811, -0.819, -2.116], [-0.427, 1.512, -0.333], [-1.449, -0.162, -1.513], [2.114, -1.552, 0.856], [-1.608, -0.779, -0.624], [2.653, -0.056, 1.527], [-0.087, 1.469, -2.058]]}


Arrangement y

{"formula": "C4H12", "method": "ωB97M-V/def2-TZVPD", "charge": -1, "lumo_ha": [0.15671, 0.16017], "homo_energy_ev": [1.468, -7.446], "orbital_gap_ev": [2.8, 11.8], "multiplicity": 2, "elements": ["H", "H", "H", "H", "H", "H", "H", "H", "H", "C", "C", "H", "H", "C", "C", "H"], "coordinates": [[0.308, 0.365, -2.299], [1.478, 1.462, 1.900], [0.991, -0.984, 0.804], [-2.082, 1.222, -2.324], [0.958, -1.603, 2.250], [2.505, -0.938, 1.713], [0.788, 0.838, 3.501], [-2.797, -0.129, -2.046], [-0.031, 0.767, 1.934], [0.946, 0.660, 2.286], [-1.749, 0.233, -2.385], [-1.600, -0.144, -3.529], [-0.221, -1.232, -1.381], [-0.422, -0.111, -1.597], [1.374, -0.715, 1.757], [-0.446, 0.308, -0.583]]}


Top of the stability list: arrangement w, leading by 0.0081 hartree.


Arrangement w

{"formula": "C4H12", "method": "ωB97M-V/def2-TZVPD", "charge": -1, "lumo_ha": [0.16062, 0.16696], "homo_energy_ev": [1.559, -7.935], "orbital_gap_ev": [2.8, 12.5], "multiplicity": 2, "elements": ["H", "C", "H", "C", "H", "C", "H", "H", "H", "H", "H", "C", "H", "H", "H", "H"], "coordinates": [[0.031, -1.523, 0.353], [-0.847, 1.525, 0.632], [-0.880, -2.354, -1.905], [0.130, 2.151, 1.659], [-0.464, 2.645, 2.441], [0.048, -1.784, -1.851], [0.605, 1.316, 2.186], [0.748, -2.202, -2.577], [-1.645, 1.024, 1.189], [1.592, -1.296, -0.405], [-0.137, -0.747, -2.122], [0.662, -1.881, -0.463], [-0.345, 0.778, 0.022], [1.005, -2.896, -0.220], [-1.297, 2.295, 0.001], [0.818, 2.854, 1.201]]}


Arrangement x

{"formula": "C4H12", "method": "ωB97M-V/def2-TZVPD", "charge": -1, "lumo_ha": [0.15656, 0.16535], "homo_energy_ev": [1.562, -7.565], "orbital_gap_ev": [2.7, 12.1], "multiplicity": 2, "elements": ["C", "H", "H", "H", "H", "H", "H", "H", "H", "H", "H", "H", "C", "C", "C", "H"], "coordinates": [[0.169, 1.759, -2.461], [-0.102, 0.904, -0.455], [0.190, 2.856, -2.416], [1.274, 0.280, -1.335], [1.247, 1.929, -0.530], [-1.177, -2.213, 0.679], [-0.832, 1.418, -2.719], [-1.327, -0.331, 2.158], [0.899, 1.520, -3.234], [0.147, -2.911, 1.457], [0.221, -0.356, 2.674], [-0.940, -1.641, 3.252], [0.711, 1.191, -1.129], [-0.558, -1.067, 2.419], [-0.253, -1.921, 1.200], [0.332, -1.416, 0.440]]}


Top of the stability list: arrangement w, leading by 0.0094 hartree.


Arrangement w

{"formula": "C4H12", "method": "ωB97M-V/def2-TZVPD", "charge": -1, "lumo_ha": [0.15554, 0.15944], "homo_energy_ev": [1.487, -7.223], "orbital_gap_ev": [2.7, 11.6], "multiplicity": 2, "elements": ["H", "C", "C", "H", "H", "H", "C", "C", "H", "H", "H", "H", "H", "H", "H", "H"], "coordinates": [[0.603, -1.043, -2.182], [-0.047, 2.292, 1.641], [0.930, 1.202, 1.357], [0.584, -2.407, -0.494], [1.078, 0.580, 2.196], [-1.242, 2.181, 1.602], [-0.472, -1.141, -2.117], [-0.507, -2.265, -1.022], [-0.973, -2.145, -0.014], [-0.897, -1.603, -3.028], [-0.788, -3.152, -1.514], [-0.032, 3.061, 1.002], [-1.059, -0.198, -1.838], [0.676, 0.607, 0.469], [2.060, 1.487, 1.125], [0.086, 2.544, 2.819]]}


Arrangement x

{"formula": "C4H12", "method": "ωB97M-V/def2-TZVPD", "charge": -1, "lumo_ha": [0.15496, 0.16445], "homo_energy_ev": [1.536, -7.749], "orbital_gap_ev": [2.7, 12.2], "multiplicity": 2, "elements": ["H", "C", "H", "H", "H", "C", "H", "H", "H", "H", "H", "C", "H", "H", "C", "H"], "coordinates": [[1.394, 0.198, 1.160], [-1.152, 0.397, -1.884], [-1.963, 0.614, -1.328], [1.304, -1.291, 0.240], [-0.242, -1.905, 2.530], [0.549, -1.261, 2.413], [0.459, -0.473, 3.191], [-1.649, 0.223, -2.870], [-0.167, 2.246, -2.358], [-0.088, -0.265, 0.507], [1.362, -2.029, 2.633], [-0.145, 1.555, -1.569], [0.791, 1.133, -1.466], [-0.380, 2.148, -0.587], [0.743, -0.690, 1.010], [-0.787, -0.607, -1.472]]}


Arrangement y

{"formula": "C4H12", "method": "ωB97M-V/def2-TZVPD", "charge": -1, "lumo_ha": [0.15453, 0.16438], "homo_energy_ev": [1.581, -7.566], "orbital_gap_ev": [2.6, 12.0], "multiplicity": 2, "elements": ["C", "H", "H", "H", "H", "H", "H", "H", "C", "C", "H", "H", "H", "H", "C", "H"], "coordinates": [[-0.143, -2.622, 1.122], [-0.404, 1.742, 0.885], [0.545, -2.660, 1.980], [-1.139, -2.637, 1.565], [-0.164, 3.328, 0.239], [1.150, 2.320, -0.020], [0.393, -0.520, 0.600], [-0.264, -1.584, -0.705], [-0.401, 1.853, -1.383], [0.062, 2.265, 0.058], [1.408, -1.659, -0.047], [-0.695, 2.709, -1.995], [-0.001, -3.642, 0.757], [0.523, 1.493, -1.841], [0.350, -1.525, 0.194], [-1.219, 1.139, -1.409]]}


Top of the stability list: arrangement y, leading by 0.0191 hartree.


Arrangement w

{"formula": "C2H5N3O3", "method": "ωB97M-V/def2-TZVPD", "charge": 0, "lumo_ha": 0.02174, "homo_energy_ev": -8.713, "orbital_gap_ev": 9.3, "elements": ["H", "N", "N", "O", "H", "C", "H", "O", "O", "N", "H", "H", "C"], "coordinates": [[-1.807, -2.171, 0.683], [0.103, 0.922, -1.109], [-0.217, 0.845, 1.185], [-0.304, -1.180, -0.103], [-0.314, 0.490, -1.929], [0.031, 0.139, 0.153], [-0.317, -2.614, 1.224], [2.633, 0.080, -1.500], [-0.236, 2.274, -1.010], [-0.920, -1.817, 1.032], [-0.255, 2.404, -0.032], [-0.299, 0.323, 2.047], [1.901, 0.305, -0.642]]}


Arrangement x

{"formula": "C2H5N3O3", "method": "ωB97M-V/def2-TZVPD", "charge": 0, "lumo_ha": 0.01697, "homo_energy_ev": -9.812, "orbital_gap_ev": 10.3, "smiles": "[H]/N=C(/NO)ONC=O", "elements": ["O", "O", "H", "C", "H", "N", "N", "H", "C", "H", "H", "N", "O"], "coordinates": [[-1.390, -0.158, 2.293], [1.158, 2.086, -1.195], [2.692, 0.956, -0.595], [-1.898, -0.652, 1.327], [-2.772, -1.333, 1.307], [-1.298, -0.632, 0.036], [1.394, -1.199, 0.065], [-1.989, -0.445, -0.716], [0.951, -0.013, -0.136], [0.655, -1.859, 0.114], [1.109, 1.706, -2.115], [1.731, 1.143, -0.281], [-0.345, 0.399, -0.105]]}


Top of the stability list: arrangement x, leading by 0.0742 hartree.


Arrangement w

{"formula": "CH7FN3P", "method": "ωB97M-V/def2-TZVPD", "charge": 0, "lumo_ha": [-0.05030, -0.02877], "homo_energy_ev": [-9.952, -8.644], "orbital_gap_ev": [8.6, 7.9], "elements": ["H", "N", "H", "H", "H", "H", "H", "P", "C", "N", "N", "H", "F"], "coordinates": [[-1.542, -1.724, 1.200], [-0.538, 2.608, 0.113], [0.336, -0.365, 1.635], [-1.770, -0.388, 0.306], [0.136, 2.687, 0.933], [-0.930, 1.702, 0.294], [0.934, -0.391, -2.651], [1.164, 0.089, -0.573], [-1.034, -1.207, 0.269], [0.244, -0.649, 0.669], [1.552, -0.629, -1.918], [-1.059, -1.899, -0.579], [2.507, 0.163, 0.302]]}


Arrangement x

{"formula": "CH7FN3P", "method": "ωB97M-V/def2-TZVPD", "charge": 0, "lumo_ha": 0.00764, "homo_energy_ev": -10.233, "orbital_gap_ev": 10.4, "smiles": "[H]/N=P(=N\\[H])/NC.F", "elements": ["F", "N", "H", "P", "H", "C", "H", "H", "H", "N", "H", "N", "H"], "coordinates": [[1.995, -2.516, -0.686], [-0.161, 1.058, 0.350], [1.508, 1.673, 1.528], [-0.606, 0.039, -0.770], [1.112, -2.242, -0.602], [0.654, 1.101, 1.531], [-0.694, -1.809, -1.190], [-0.692, 1.891, 0.250], [0.807, 0.048, 1.762], [-1.556, 0.707, -1.840], [-0.090, 1.524, 2.317], [-0.138, -1.457, -0.431], [-2.139, -0.018, -2.218]]}


Top of the stability list: arrangement x, leading by 0.0748 hartree.


Arrangement w

{"formula": "C4H10O2", "method": "ωB97M-V/def2-TZVPD", "charge": 1, "lumo_ha": [-0.15671, -0.28706], "homo_energy_ev": [-15.376, -15.382], "orbital_gap_ev": [11.1, 7.6], "multiplicity": 2, "elements": ["C", "C", "C", "H", "H", "H", "O", "H", "H", "C", "H", "H", "H", "H", "O", "H"], "coordinates": [[0.761, 1.602, -0.874], [1.746, 0.466, -1.080], [-2.681, -0.977, 1.299], [-3.244, -1.567, 0.583], [-0.215, 1.329, -1.283], [0.123, -1.489, -0.078], [1.490, -0.675, -0.213], [1.652, 0.145, -2.109], [-3.253, -0.578, 2.129], [-1.292, -0.983, 1.167], [0.642, 1.887, 0.176], [-0.598, -0.321, 1.663], [2.773, 0.777, -0.899], [1.095, 2.492, -1.410], [-0.806, -1.729, 0.276], [1.808, -0.378, 0.652]]}


Arrangement x

{"formula": "C4H10O2", "method": "ωB97M-V/def2-TZVPD", "charge": 1, "lumo_ha": [-0.20898, -0.35578], "homo_energy_ev": [-14.421, -14.420], "orbital_gap_ev": [8.7, 4.7], "multiplicity": 2, "elements": ["C", "H", "H", "H", "O", "H", "C", "H", "O", "H", "H", "C", "C", "H", "H", "H"], "coordinates": [[-2.009, 0.188, -2.385], [4.796, -0.848, 1.239], [-0.727, -1.062, -1.167], [3.726, -0.305, 0.320], [0.423, 0.666, 1.693], [-2.375, -1.022, -0.603], [-0.445, 0.112, 1.159], [-0.418, 1.371, -0.543], [3.923, -1.060, 0.892], [-1.959, 1.282, 0.375], [-0.796, -0.875, 1.531], [-1.586, -0.405, -1.039], [-1.151, 0.708, -0.081], [-1.710, 1.218, -2.480], [-1.428, -0.294, -3.173], [-3.057, 0.127, -2.644]]}


Top of the stability list: arrangement w, leading by 0.0325 hartree.